A 13-piece molecular cluster, C31H58Cl12O19 overall at a distorted geometry. Source: the Open Molecules 2025 dataset; level of theory: ωB97M-V/def2-TZVPD.

Last column: Mulliken spin population.
Atoms and positions in Å:
C (-4.14490, -4.57858, 1.10172)  0.00
Cl (-3.82612, -6.31583, 0.93754)  0.00
Cl (-2.96743, -3.68453, 0.07190)  0.00
Cl (-3.99209, -4.09682, 2.76745)  0.00
H (-5.16292, -4.51712, 0.71706)  0.00
C (-0.31699, -0.28504, 4.56260)  0.02
Cl (-1.98265, 0.35243, 4.28011)  0.00
Cl (-0.43516, -2.00863, 4.83416)  0.01
Cl (0.36414, 0.61113, 5.98125)  0.02
H (0.22517, -0.12178, 3.63120)  0.00
C (0.29345, -0.74582, -3.40461)  0.00
Cl (-0.52114, -1.54073, -4.74589)  0.00
Cl (0.67836, 0.92908, -3.74400)  0.00
Cl (1.71442, -1.71779, -2.96626)  0.00
H (-0.43534, -0.81953, -2.59744)  0.00
C (-0.29461, 3.86373, 3.26460)  0.07
Cl (-0.58675, 3.82347, 4.97352)  0.13
Cl (-1.77497, 3.32457, 2.40974)  0.50
Cl (1.05807, 2.88937, 2.68497)  0.16
H (-0.28920, 4.92182, 3.00283)  -0.04
C (-1.94030, -7.64911, -2.94434)  0.00
O (-2.86300, -6.57928, -2.79535)  0.00
C (-2.61820, -5.29360, -3.19974)  0.00
O (-1.51348, -4.81909, -3.62444)  0.00
O (-3.77740, -4.65629, -3.07329)  -0.01
C (-3.90512, -3.25590, -3.14411)  0.01
H (-1.10224, -7.46458, -2.27225)  0.00
H (-1.55581, -7.81986, -3.94988)  0.00
H (-2.37547, -8.55207, -2.51609)  0.00
H (-3.01690, -2.74999, -2.76568)  0.01
H (-4.76275, -3.06833, -2.49805)  0.00
H (-4.04426, -3.02034, -4.19922)  0.00
C (-2.60129, -0.15794, 0.26447)  0.25
O (-1.57883, 0.71558, -0.21824)  -0.23
C (-0.35424, 0.34457, 0.07574)  0.06
O (-0.02669, -0.43850, 1.02999)  0.03
O (0.44174, 1.06719, -0.76820)  -0.03
C (1.79753, 1.14314, -0.40931)  -0.04
H (-2.71470, -0.82164, -0.59270)  0.02
H (-3.51775, 0.41754, 0.39502)  -0.01
H (-2.41132, -0.64812, 1.21931)  -0.01
H (2.54209, 1.27076, -1.19509)  0.00
H (2.27174, 0.29952, 0.09223)  -0.01
H (1.99614, 1.96538, 0.27813)  0.02
C (-5.36342, 0.31937, 2.87226)  0.20
O (-5.95416, 0.34561, 1.58750)  -0.23
C (-6.03624, -0.78453, 0.89328)  0.07
O (-5.67566, -1.92260, 1.37918)  0.01
O (-6.34192, -0.39963, -0.31333)  -0.08
C (-6.74403, -1.32736, -1.30284)  0.04
H (-5.33487, 1.39081, 3.07048)  0.02
H (-4.37489, -0.13741, 2.92000)  0.02
H (-5.92705, -0.15705, 3.67442)  0.00
H (-6.49939, -0.88968, -2.27067)  0.01
H (-7.78918, -1.63528, -1.33365)  -0.02
H (-6.19241, -2.25477, -1.45692)  0.00
C (4.60950, 0.75881, -3.64409)  0.00
O (5.88732, 1.21787, -3.04664)  0.00
C (6.03696, 1.54990, -1.77583)  0.00
O (5.12066, 1.70232, -1.01659)  0.00
O (7.34260, 1.91648, -1.62205)  0.00
C (7.83949, 2.39416, -0.45008)  0.00
H (4.96491, 0.30188, -4.56767)  0.00
H (3.87384, 1.51516, -3.91767)  0.00
H (4.27801, -0.01788, -2.95491)  0.00
H (7.28512, 3.28677, -0.16023)  0.00
H (8.87990, 2.64054, -0.66209)  0.00
H (7.68270, 1.74702, 0.41289)  0.00
C (3.27605, -1.49504, 5.06081)  0.00
O (3.98307, -1.79327, 3.88201)  0.00
C (3.67177, -1.28005, 2.71713)  0.00
O (2.89143, -0.38402, 2.44267)  -0.02
O (4.23348, -2.16284, 1.81593)  0.00
C (3.98056, -2.00514, 0.37723)  0.00
H (2.25102, -1.20734, 4.82705)  0.00
H (3.82093, -0.78872, 5.68716)  0.00
H (3.03120, -2.39726, 5.62131)  0.00
H (2.91682, -1.81947, 0.22867)  0.00
H (4.27831, -2.94510, -0.08745)  0.00
H (4.63015, -1.26024, -0.08240)  0.00
C (-2.02624, 2.55787, -2.69504)  0.12
C (-3.16820, 1.54699, -2.82424)  -0.32
O (-2.93339, 0.38395, -3.13489)  0.04
C (-4.59362, 2.07838, -2.88898)  0.24
H (-1.39236, 2.52219, -3.58105)  -0.01
H (-1.46549, 2.49205, -1.76267)  -0.01
H (-2.47292, 3.54710, -2.59497)  0.03
H (-4.69485, 3.02014, -2.34959)  -0.04
H (-5.31289, 1.39495, -2.43767)  -0.03
H (-4.88676, 2.28767, -3.91774)  -0.02
C (4.56271, 5.08671, 1.12601)  0.00
C (4.33296, 4.29759, 2.35317)  0.02
O (3.75113, 4.80148, 3.29104)  0.00
C (4.52026, 2.79030, 2.23957)  -0.02
H (5.52779, 4.98736, 0.62918)  0.00
H (4.52918, 6.11092, 1.49746)  0.00
H (3.80185, 5.06546, 0.34579)  0.00
H (4.16431, 2.20007, 1.39515)  0.00
H (3.98499, 2.38446, 3.09798)  0.02
H (5.56805, 2.52439, 2.37936)  0.00
C (0.29982, -4.18716, -0.82603)  0.00
C (1.18242, -4.32224, 0.43443)  0.00
O (2.14751, -5.09381, 0.42118)  0.00
C (0.95534, -3.41250, 1.64476)  0.00
H (0.87700, -4.18620, -1.75067)  0.00
H (-0.25909, -3.25489, -0.90712)  0.00
H (-0.38514, -5.03173, -0.90108)  0.00
H (1.28413, -2.44374, 1.26859)  0.00
H (1.50976, -3.76621, 2.51401)  0.00
H (-0.08189, -3.18221, 1.88814)  0.00
C (-1.51026, 5.99484, 0.15154)  0.04
C (-0.37436, 5.69778, -0.90086)  -0.01
O (-0.49100, 6.01862, -2.07861)  0.00
C (0.78437, 4.80527, -0.50937)  0.00
H (-1.27418, 6.11721, 1.20861)  0.00
H (-2.10698, 5.09612, -0.00446)  0.02
H (-2.15188, 6.80661, -0.19117)  -0.02
H (1.41124, 4.76007, -1.39993)  0.00
H (0.45476, 3.79301, -0.27530)  0.00
H (1.42654, 5.17674, 0.28921)  0.01

The orbital gap (spin up / spin down) comes out at 1.85 / 9.13 eV. Its expectation value of S² is 0.752. Its net charge is -1. As for the spin multiplicity: 2. The calculation puts the LUMO energy (spin up / spin down) at 1.985 / 1.947 eV.